Molecular formula: C4H9NO2
Method: DFT, the ωB97M-V functional and the def2-TZVPD basis

Frontier orbital gap, eV: 10.91
Energy above the lowest of the compared OMol25 structures with the same formula, charge and spin, kcal per mole: 66.9
HOMO energy, Ha: -0.362
Total charge: 0
SMILES: C[C@H]1CO1.[H]/N=C/O

Positions of all 16 atoms, in Å:
C1 1.15 -0.14 -1.23
C2 1.14 0.92 -0.13
C3 0.08 1.92 -0.08
O1 0.27 1.09 1.05
N1 -0.82 -1.61 0.03
C4 -1.52 -1.56 1.08
O2 -1.56 -0.49 1.86
H1 1.75 -1.01 -0.96
H2 1.62 0.34 -2.11
H3 0.15 -0.44 -1.54
H4 2.13 1.19 0.20
H5 0.34 2.96 0.04
H6 -0.83 1.67 -0.64
H7 -0.86 0.12 1.46
H8 -0.92 -2.51 -0.40
H9 -2.14 -2.42 1.40